2 unconnected molecules or ions with the total composition CH3ClN2O2 at a distorted geometry. Source: OMol25; level of theory: wB97M-V/def2-TZVPD.

Molar mass ... 110.50 g/mol
DFT total energy ... -759.928290 a.u.
Frontier orbital gap (alpha / beta) ... 0.310 / 0.310 hartree
Net charge ... 0
Lowest unoccupied orbital energy (alpha / beta) ... 0.0113 / 0.0113 Eh
HOMO energy (alpha / beta) ... -0.2988 / -0.2989 Eh
ΔE to the lowest compared entry with this formula, charge and spin ... 52.2 kcal/mol

Geometry (Å):
1 C -1.696 -0.249 0.230
2 N 1.675 -0.299 -0.261
3 N 0.809 0.704 0.184
4 O -1.609 -0.789 1.267
5 O -0.332 0.965 -0.392
6 Cl -2.898 -0.162 -0.881
7 H 1.262 -1.163 -0.086
8 H 1.732 -0.181 -1.226
9 H 1.057 1.175 1.166

CH3ClN2O2 in the gas phase at a distorted geometry. Source: OMol25; level of theory: wB97M-V/def2-TZVPD.

Molar mass ... 110.50 g/mol
DFT total energy ... -759.868259 a.u.
Frontier orbital gap ... 0.350 hartree
Net charge ... 0
Lowest unoccupied orbital energy ... -0.0391 Eh
HOMO energy ... -0.3889 Eh
ΔE to the lowest compared entry with this formula, charge and spin ... 89.8 kcal/mol
SMILES string ... C/N=[N+](\[O-])OCl

Geometry (Å):
1 C -1.321 -0.219 -0.064
2 N 0.064 -0.514 -0.165
3 N 0.727 0.437 0.148
4 O 0.414 1.564 0.357
5 O 2.129 0.336 0.298
6 Cl 3.067 -1.064 -0.225
7 H -1.436 0.779 0.277
8 H -1.809 -0.268 -1.042
9 H -1.835 -1.051 0.416

CH3ClN2O2 in the gas phase at a distorted geometry. Source: OMol25; level of theory: wB97M-V/def2-TZVPD.

Molar mass ... 110.50 g/mol
DFT total energy ... -759.878289 a.u.
Frontier orbital gap (alpha / beta) ... 0.348 / 0.303 hartree
Net charge ... 0
Lowest unoccupied orbital energy (alpha / beta) ... 0.0001 / -0.0350 Eh
HOMO energy (alpha / beta) ... -0.3482 / -0.3383 Eh
ΔE to the lowest compared entry with this formula, charge and spin ... 83.6 kcal/mol

Geometry (Å):
1 C 0.883 0.473 0.495
2 N -1.013 -0.518 -0.985
3 N 0.042 -0.653 0.303
4 O -1.902 -1.348 -1.104
5 O -0.495 -1.188 1.263
6 Cl 0.030 2.149 0.675
7 H 1.471 0.359 1.385
8 H 1.680 0.688 -0.282
9 H -0.696 0.038 -1.750

CH3ClN4 in the gas phase at a distorted geometry. Source: OMol25; level of theory: wB97M-V/def2-TZVPD.

Molar mass ... 106.52 g/mol
DFT total energy ... -718.990712 a.u.
Frontier orbital gap ... 0.367 hartree
Net charge ... 0
Lowest unoccupied orbital energy ... 0.0278 Eh
HOMO energy ... -0.3388 Eh
ΔE to the lowest compared entry with this formula, charge and spin ... 15.6 kcal/mol
SMILES string ... Cl[C@@H]1N=NNN1

Geometry (Å):
1 Cl 2.305 0.760 0.558
2 C 1.028 -0.177 -0.115
3 N 0.444 0.403 -1.217
4 N -0.799 0.513 -1.241
5 N -1.328 0.173 -0.130
6 N -0.463 -0.387 0.805
7 H 1.372 -1.140 -0.266
8 H -2.188 -0.375 -0.093
9 H -0.371 0.230 1.698

A molecular structure, CH3ClNO2Si at a distorted geometry. Source: OMol25; level of theory: wB97M-V/def2-TZVPD.

Molar mass ... 124.58 g/mol
DFT total energy ... -994.974402 a.u.
Frontier orbital gap ... 0.326 hartree
Net charge ... -1
Lowest unoccupied orbital energy ... 0.1415 Eh
HOMO energy ... -0.1847 Eh
ΔE to the lowest compared entry with this formula, charge and spin ... 16.7 kcal/mol

Geometry (Å):
1 C 1.433 0.173 0.227
2 N 0.441 1.051 -0.162
3 O 2.623 0.298 0.398
4 O 0.602 -0.879 0.557
5 Si -0.817 -0.525 -0.086
6 Cl -2.751 0.275 0.476
7 H 0.737 1.974 -0.403
8 H -1.355 -1.769 0.503
9 H -0.914 -0.597 -1.511

A gas-phase ion, CH3ClNO3S (charge -1) at a distorted geometry. Source: OMol25; level of theory: wB97M-V/def2-TZVPD.

Molar mass ... 144.56 g/mol
DFT total energy ... -1178.697599 a.u.
Frontier orbital gap ... 0.336 hartree
Net charge ... -1
Lowest unoccupied orbital energy ... 0.1454 Eh
HOMO energy ... -0.1903 Eh
ΔE to the lowest compared entry with this formula, charge and spin ... 49.5 kcal/mol
SMILES string ... CN1OS1(=O)([O-])Cl

Geometry (Å):
1 C -0.139 -0.002 -0.097
2 N -0.828 1.279 -0.214
3 O -0.452 1.981 -1.445
4 S 0.221 2.647 -0.087
5 O 1.610 2.416 -0.358
6 O -0.377 3.964 -0.138
7 Cl 0.492 2.713 2.151
8 H -0.713 -0.688 0.678
9 H -0.078 -0.651 -1.135
10 H 0.907 0.266 0.384

CH3ClO in the gas phase at a distorted geometry. Source: OMol25; level of theory: wB97M-V/def2-TZVPD.

Molar mass ... 66.49 g/mol
DFT total energy ... -575.223991 a.u.
Frontier orbital gap ... 0.380 hartree
Net charge ... 0
Lowest unoccupied orbital energy ... 0.0137 Eh
HOMO energy ... -0.3667 Eh
ΔE to the lowest compared entry with this formula, charge and spin ... 62.8 kcal/mol
SMILES string ... COCl

Geometry (Å):
1 C -0.563 0.040 -0.019
2 O 0.846 -0.734 0.057
3 Cl 2.108 0.384 -0.065
4 H -1.014 -0.847 -0.357
5 H -0.324 0.970 -0.560
6 H -1.052 0.187 0.945

2 unconnected molecules or ions with the total composition CH3ClO2S at a distorted geometry. Source: OMol25; level of theory: wB97M-V/def2-TZVPD.

Molar mass ... 114.55 g/mol
DFT total energy ... -1048.740704 a.u.
Frontier orbital gap ... 0.337 hartree
Net charge ... 0
Lowest unoccupied orbital energy ... -0.0276 Eh
HOMO energy ... -0.3642 Eh
ΔE to the lowest compared entry with this formula, charge and spin ... 22.8 kcal/mol
SMILES string ... O=CO.SCl

Geometry (Å):
1 O -0.190 0.994 1.121
2 C -0.447 -0.045 1.639
3 O -0.311 -1.202 1.014
4 H -0.780 -0.252 2.600
5 H 0.116 -0.920 0.185
6 S 0.916 0.488 -1.481
7 Cl -0.841 1.133 -2.461
8 H 1.537 -0.194 -2.617

2 unconnected molecules or ions with the total composition CH3ClO2S at a distorted geometry. Source: OMol25; level of theory: wB97M-V/def2-TZVPD.

Molar mass ... 114.55 g/mol
DFT total energy ... -1048.757141 a.u.
Frontier orbital gap ... 0.387 hartree
Net charge ... 0
Lowest unoccupied orbital energy ... 0.0153 Eh
HOMO energy ... -0.3721 Eh
ΔE to the lowest compared entry with this formula, charge and spin ... 12.5 kcal/mol
SMILES string ... O=C(O)S.Cl

Geometry (Å):
1 O 0.319 0.487 -0.990
2 C 0.731 0.018 0.050
3 O 1.093 0.651 1.126
4 S 0.708 -1.753 0.156
5 H 0.892 1.536 1.058
6 H -0.064 -1.914 -0.935
7 Cl -2.061 0.379 0.412
8 H -1.617 0.596 -0.877

CH3ClOS2 in the gas phase at a distorted geometry. Source: OMol25; level of theory: wB97M-V/def2-TZVPD.

Molar mass ... 130.62 g/mol
DFT total energy ... -1371.667795 a.u.
Frontier orbital gap ... 0.313 hartree
Net charge ... 0
Lowest unoccupied orbital energy ... -0.0501 Eh
HOMO energy ... -0.3634 Eh
ΔE to the lowest compared entry with this formula, charge and spin ... 16.4 kcal/mol

Geometry (Å):
1 C -0.170 -0.292 -0.306
2 O 0.881 -2.452 1.531
3 S 0.846 -1.521 -1.213
4 S 1.526 -2.758 0.285
5 Cl 3.749 -1.816 0.524
6 H -0.592 0.441 -1.096
7 H 0.552 0.276 0.322
8 H -0.882 -0.714 0.304

2 unconnected molecules or ions with the total composition CH3ClS2 at a distorted geometry. Source: OMol25; level of theory: wB97M-V/def2-TZVPD.

Molar mass ... 114.62 g/mol
DFT total energy ... -1296.397548 a.u.
Frontier orbital gap ... 0.317 hartree
Net charge ... 0
Lowest unoccupied orbital energy ... -0.0325 Eh
HOMO energy ... -0.3491 Eh
ΔE to the lowest compared entry with this formula, charge and spin ... 44.8 kcal/mol
SMILES string ... S=C(S)Cl.[H][H]

Geometry (Å):
1 S 0.714 1.652 0.725
2 C 0.552 0.021 0.605
3 S 1.393 -1.135 1.592
4 Cl -0.084 -0.771 -0.847
5 H 1.076 -2.306 1.001
6 H -1.565 1.274 -1.316
7 H -2.086 1.265 -1.759

A molecular structure, CH3CsO2 at a distorted geometry. Source: OMol25; level of theory: wB97M-V/def2-TZVPD.

Molar mass ... 179.94 g/mol
DFT total energy ... -210.198185 a.u.
2S+1 ... 2
Frontier orbital gap (alpha / beta) ... 0.323 / 0.242 hartree
Net charge ... +1
Lowest unoccupied orbital energy (alpha / beta) ... -0.1394 / -0.2198 Eh
HOMO energy (alpha / beta) ... -0.4619 / -0.4619 Eh
⟨S²⟩ ... 0.753

Geometry (Å):
1 C 2.137 -0.884 1.037
2 O 0.944 -0.697 1.135
3 H 2.665 -0.729 0.078
4 H 2.703 -1.355 1.861
5 H -1.657 2.222 -0.780
6 Cs -4.468 -0.571 -1.829
7 O -2.323 2.014 -1.502

A gas-phase ion, CH3F3NS (charge +1) at a distorted geometry. Source: OMol25; level of theory: wB97M-V/def2-TZVPD.

Molar mass ... 118.10 g/mol
DFT total energy ... -791.980302 a.u.
Frontier orbital gap ... 0.327 hartree
Net charge ... +1
Lowest unoccupied orbital energy ... -0.3028 Eh
HOMO energy ... -0.6300 Eh
ΔE to the lowest compared entry with this formula, charge and spin ... 41.7 kcal/mol
SMILES string ... C[N+]#S(F)(F)F

Geometry (Å):
1 C -0.052 -0.299 -0.135
2 N -1.296 -0.896 0.003
3 S -2.707 -0.096 -0.089
4 F -3.253 0.564 1.258
5 F -3.617 0.762 -1.095
6 F -3.666 -1.329 -0.043
7 H 0.216 0.403 0.660
8 H 0.157 0.101 -1.135
9 H 0.616 -1.172 -0.028

A molecular structure, CH3FN2O at a distorted geometry. Source: OMol25; level of theory: wB97M-V/def2-TZVPD.

Molar mass ... 78.05 g/mol
DFT total energy ... -324.390147 a.u.
Frontier orbital gap ... 0.380 hartree
Net charge ... 0
Lowest unoccupied orbital energy ... -0.0054 Eh
HOMO energy ... -0.3851 Eh
ΔE to the lowest compared entry with this formula, charge and spin ... 72.9 kcal/mol

Geometry (Å):
1 C 0.820 1.385 -0.532
2 N -0.160 -0.808 -0.038
3 N -0.166 0.477 -0.201
4 O 1.878 0.957 -0.937
5 F -1.597 1.114 0.468
6 H 0.422 2.360 -0.613
7 H -0.231 -1.418 -0.835
8 H 0.139 -1.096 0.924

CH3FN2O in the gas phase at a distorted geometry. Source: OMol25; level of theory: wB97M-V/def2-TZVPD.

Molar mass ... 78.05 g/mol
DFT total energy ... -324.506385 a.u.
Frontier orbital gap ... 0.381 hartree
Net charge ... 0
Lowest unoccupied orbital energy ... 0.0275 Eh
HOMO energy ... -0.3533 Eh
ΔE to the lowest compared entry with this formula, charge and spin ... 0.0 kcal/mol
SMILES string ... NNC(=O)F

Geometry (Å):
1 N 1.363 0.167 -0.148
2 N 0.094 -0.472 -0.168
3 C -1.110 0.180 -0.104
4 O -1.389 1.315 -0.077
5 F -2.090 -0.790 -0.136
6 H 1.136 1.151 -0.031
7 H 1.841 -0.141 0.682
8 H 0.154 -1.411 -0.018

A molecular structure, CH3FN2O2 at a distorted geometry. Source: OMol25; level of theory: wB97M-V/def2-TZVPD.

Molar mass ... 94.05 g/mol
DFT total energy ... -399.527504 a.u.
Frontier orbital gap ... 0.376 hartree
Net charge ... 0
Lowest unoccupied orbital energy ... 0.0134 Eh
HOMO energy ... -0.3629 Eh
ΔE to the lowest compared entry with this formula, charge and spin ... 81.4 kcal/mol

Geometry (Å):
1 C -0.214 0.438 -0.076
2 N 0.461 1.515 0.534
3 N 2.169 1.585 -0.194
4 O 2.361 0.777 -0.998
5 O 2.679 2.471 0.383
6 F 0.819 1.184 1.858
7 H -1.305 0.731 -0.214
8 H 0.242 0.233 -1.070
9 H -0.128 -0.443 0.532

A molecular structure, CH3FO2 at a distorted geometry. Source: OMol25; level of theory: wB97M-V/def2-TZVPD.

Molar mass ... 66.03 g/mol
DFT total energy ... -290.046277 a.u.
Frontier orbital gap (alpha / beta) ... 0.370 / 0.370 hartree
Net charge ... 0
Lowest unoccupied orbital energy (alpha / beta) ... 0.0291 / 0.0291 Eh
HOMO energy (alpha / beta) ... -0.3410 / -0.3410 Eh
ΔE to the lowest compared entry with this formula, charge and spin ... 131.4 kcal/mol

Geometry (Å):
1 C -0.389 0.281 -0.734
2 O 0.781 -0.825 1.311
3 O -0.441 -0.643 0.918
4 F -1.565 0.319 -1.195
5 H 0.035 1.351 -0.450
6 H 0.263 -0.419 -1.425
7 H 1.317 -0.063 1.574

CH3FO2S in the gas phase at a distorted geometry. Source: OMol25; level of theory: wB97M-V/def2-TZVPD.

Molar mass ... 98.10 g/mol
DFT total energy ... -688.357581 a.u.
Frontier orbital gap ... 0.436 hartree
Net charge ... 0
Lowest unoccupied orbital energy ... 0.0145 Eh
HOMO energy ... -0.4212 Eh
ΔE to the lowest compared entry with this formula, charge and spin ... 30.9 kcal/mol
SMILES string ... O=[SH](=O)CF

Geometry (Å):
1 O -1.342 -0.716 -1.177
2 S -0.499 -0.709 -0.016
3 O -1.089 -0.934 1.278
4 C 0.465 0.854 0.119
5 F 0.791 1.244 -1.253
6 H 0.408 -1.740 -0.175
7 H -0.065 1.514 0.755
8 H 1.332 0.488 0.468

2 unconnected molecules or ions with the total composition CH3FOS at a distorted geometry. Source: OMol25; level of theory: wB97M-V/def2-TZVPD.

Molar mass ... 82.10 g/mol
DFT total energy ... -613.149823 a.u.
Frontier orbital gap ... 0.359 hartree
Net charge ... 0
Lowest unoccupied orbital energy ... -0.0342 Eh
HOMO energy ... -0.3931 Eh
ΔE to the lowest compared entry with this formula, charge and spin ... 19.2 kcal/mol

Geometry (Å):
1 C 0.919 -0.018 -0.246
2 O -1.263 1.143 0.334
3 F -3.284 -0.334 -0.209
4 S 0.045 1.346 -0.313
5 H 1.882 -0.011 -0.719
6 H -2.574 0.245 0.070
7 H 0.580 -0.916 0.238

CH3FP2 in the gas phase at a distorted geometry. Source: OMol25; level of theory: wB97M-V/def2-TZVPD.

Molar mass ... 95.98 g/mol
DFT total energy ... -822.375665 a.u.
Frontier orbital gap ... 0.304 hartree
Net charge ... 0
Lowest unoccupied orbital energy ... -0.0110 Eh
HOMO energy ... -0.3155 Eh
ΔE to the lowest compared entry with this formula, charge and spin ... 30.8 kcal/mol
SMILES string ... [H]/P=C(/F)P

Geometry (Å):
1 H -0.105 -2.152 0.222
2 P -1.343 -1.478 -0.136
3 C -0.530 0.160 -0.417
4 F -1.165 1.082 -1.120
5 P 1.218 0.657 -0.129
6 H 0.761 1.854 0.496
7 H 1.164 -0.124 1.084